Entry 1:
This record from the Open Molecules 2025 dataset describes C36H96As7F42N6O6 as an isolated structure. The level of theory is the ωB97M-V functional and the def2-TZVPD basis.

Structure (XYZ):
```
193
C36H96As7F42N6O6 the ωB97M-V functional and the def2-TZVPD basis
C 26.48 3.13 8.33
C 25.67 4.37 7.83
N 24.51 4.94 8.71
C 25.10 5.05 10.18
C 24.09 6.36 8.25
C 23.38 6.45 6.85
C 23.30 3.96 8.62
C 22.00 4.43 9.34
O 22.24 4.92 10.66
C 21.18 5.63 11.30
H 27.44 3.17 7.82
H 25.96 2.19 8.11
H 26.72 3.11 9.39
H 25.30 4.20 6.82
H 26.30 5.25 7.70
H 26.14 5.36 10.12
H 25.08 4.08 10.68
H 24.50 5.76 10.76
H 25.01 6.93 8.36
H 23.43 6.79 9.01
H 24.09 6.24 6.05
H 23.01 7.44 6.59
H 22.60 5.72 6.62
H 23.66 3.05 9.11
H 23.12 3.85 7.56
H 21.36 3.55 9.38
H 21.39 5.06 8.69
H 20.19 5.20 11.14
H 21.18 6.69 11.08
H 21.33 5.65 12.38
C 11.92 9.29 -6.23
C 11.37 10.38 -7.23
N 12.16 11.73 -7.07
C 11.86 12.29 -5.67
C 13.72 11.39 -7.15
C 14.27 10.66 -8.39
C 11.77 12.65 -8.20
C 10.58 13.60 -7.89
O 9.45 12.82 -7.52
C 8.21 13.53 -7.61
H 11.81 9.64 -5.20
H 12.96 9.04 -6.43
H 11.41 8.34 -6.42
H 10.32 10.65 -7.17
H 11.59 10.05 -8.24
H 10.77 12.27 -5.58
H 12.33 13.27 -5.76
H 12.41 11.66 -4.97
H 13.93 10.92 -6.19
H 14.04 12.41 -6.93
H 14.47 11.37 -9.20
H 13.71 9.80 -8.77
H 15.23 10.25 -8.09
H 11.82 12.20 -9.19
H 12.62 13.34 -8.22
H 10.29 14.22 -8.75
H 10.86 14.32 -7.13
H 8.31 14.43 -7.01
H 7.42 12.91 -7.18
H 7.97 13.77 -8.64
C 11.85 18.38 13.78
C 13.02 19.11 13.06
N 13.28 18.71 11.56
C 13.42 17.18 11.51
C 12.08 19.06 10.67
C 11.70 20.56 10.42
C 14.46 19.47 10.90
C 15.80 18.94 11.27
O 16.07 18.91 12.66
C 16.84 20.01 13.16
H 11.92 18.79 14.79
H 11.94 17.31 13.93
H 10.85 18.67 13.46
H 13.96 18.86 13.55
H 13.00 20.19 13.19
H 13.73 16.93 10.49
H 12.41 16.84 11.74
H 14.23 16.90 12.17
H 11.19 18.63 11.12
H 12.16 18.40 9.80
H 11.37 21.09 11.31
H 10.90 20.73 9.70
H 12.53 21.23 10.19
H 14.29 20.54 11.04
H 14.44 19.21 9.85
H 16.64 19.43 10.78
H 15.88 17.88 11.03
H 17.31 20.63 12.40
H 17.72 19.57 13.62
H 16.29 20.56 13.92
C 7.05 18.20 1.29
C 5.98 17.52 0.47
C 6.36 16.27 -0.31
O 5.16 15.59 -0.77
C 5.24 14.15 -0.93
N 4.71 17.20 1.30
H 4.21 18.02 1.62
H 4.10 16.56 0.80
H 4.99 16.65 2.10
H 6.68 19.11 1.75
H 7.86 18.58 0.67
H 7.53 17.55 2.02
H 5.67 18.20 -0.32
H 7.03 15.64 0.27
H 6.96 16.49 -1.18
H 4.24 13.74 -1.03
H 5.66 13.61 -0.08
H 5.86 13.91 -1.80
C 17.92 13.14 17.04
C 19.27 12.46 16.70
C 19.91 12.98 15.39
O 20.98 12.12 15.11
C 21.85 12.64 14.08
N 20.25 12.55 17.84
H 21.12 12.05 17.69
H 20.45 13.51 18.09
H 19.78 12.14 18.63
H 17.20 12.95 16.24
H 18.06 14.22 17.17
H 17.40 12.82 17.94
H 19.03 11.40 16.59
H 20.21 14.01 15.56
H 19.19 12.99 14.57
H 22.20 13.66 14.26
H 21.57 12.60 13.03
H 22.72 11.98 14.10
C 12.23 11.04 4.49
C 12.78 9.75 5.09
C 14.27 9.93 5.25
O 14.56 10.68 6.48
C 15.77 10.40 7.17
N 12.11 9.49 6.49
H 12.49 8.67 6.93
H 12.12 10.26 7.14
H 11.13 9.24 6.50
H 12.41 11.10 3.42
H 12.67 11.94 4.92
H 11.14 10.97 4.56
H 12.55 8.85 4.53
H 14.77 10.47 4.44
H 14.82 8.99 5.24
H 16.68 10.22 6.59
H 15.69 9.44 7.68
H 15.99 11.23 7.85
As 20.03 10.01 -1.17
F 19.93 11.74 -1.63
F 21.81 10.05 -1.30
F 20.12 8.28 -0.60
F 18.25 9.89 -1.03
F 19.96 9.58 -2.91
F 20.10 10.55 0.55
As 13.68 2.28 6.47
F 11.97 2.92 6.25
F 14.17 2.98 4.91
F 15.32 1.52 6.63
F 13.17 1.59 8.03
F 13.21 0.88 5.60
F 14.19 3.85 7.21
As 4.86 14.35 7.64
F 5.16 13.78 5.92
F 3.21 14.70 7.01
F 4.48 14.93 9.33
F 6.58 13.97 8.08
F 5.49 16.04 7.24
F 4.32 12.76 8.24
As 11.72 8.60 14.19
F 11.32 7.63 12.72
F 12.50 7.22 14.98
F 11.91 9.63 15.63
F 10.90 10.04 13.54
F 10.19 8.20 15.00
F 13.31 9.17 13.54
As 14.91 18.16 0.85
F 16.51 18.97 1.11
F 14.71 19.25 -0.51
F 13.32 17.28 0.50
F 15.30 17.04 2.27
F 14.08 19.40 1.88
F 15.84 17.03 -0.18
As 6.65 5.57 0.62
F 8.24 4.84 0.45
F 6.36 4.24 1.86
F 4.95 6.17 0.58
F 7.12 6.85 -0.57
F 6.11 4.60 -0.76
F 7.12 6.71 1.93
As 4.37 4.57 9.91
F 3.90 6.03 10.82
F 5.55 4.16 11.16
F 5.05 3.23 8.95
F 3.14 4.85 8.64
F 5.60 5.71 9.16
F 3.21 3.47 10.73
```

Calculated values
HOMO	-0.246	Ha
charge	-1

Mulliken atomic charge list, values in e, 99 entries:
1 C -1.224
2 C -0.495
3 N 0.061
4 C -0.970
5 C -0.422
6 C -1.209
7 C -0.781
8 C -0.747
9 O -0.328
10 C -0.823
11 H 0.406
12 H 0.367
13 H 0.304
14 H 0.419
15 H 0.485
16 H 0.407
17 H 0.387
18 H 0.336
19 H 0.621
20 H 0.317
21 H 0.360
22 H 0.400
23 H 0.275
24 H 0.502
25 H 0.469
26 H 0.538
27 H 0.408
28 H 0.376
29 H 0.299
30 H 0.263
31 C -1.112
32 C -0.498
33 N -0.029
34 C -1.054
35 C -0.661
36 C -1.297
37 C -0.578
38 C -0.836
39 O -0.283
40 C -0.817
41 H 0.320
42 H 0.303
43 H 0.407
44 H 0.477
45 H 0.437
46 H 0.295
47 H 0.430
48 H 0.545
49 H 0.551
50 H 0.663
51 H 0.361
52 H 0.304
53 H 0.400
54 H 0.429
55 H 0.416
56 H 0.562
57 H 0.362
58 H 0.326
59 H 0.255
60 H 0.323
61 C -1.341
62 C -0.273
63 N 0.245
64 C -1.146
65 C -0.515
66 C -1.248
67 C -0.367
68 C -0.984
69 O -0.320
70 C -0.791
71 H 0.428
72 H 0.371
73 H 0.339
74 H 0.305
75 H 0.473
76 H 0.414
77 H 0.528
78 H 0.338
79 H 0.428
80 H 0.544
81 H 0.353
82 H 0.414
83 H 0.300
84 H 0.346
85 H 0.396
86 H 0.582
87 H 0.284
88 H 0.361
89 H 0.277
90 H 0.263
91 C -1.447
92 C 0.430
93 C -0.794
94 O -0.401
95 C -0.716
96 N -0.253
97 H 0.360
98 H 0.347
99 H 0.355

Entry 2:
This record from the Open Molecules 2025 dataset describes a 3-piece molecular cluster, C27H47NO8 overall. The level of theory is the ωB97M-V functional and the def2-TZVPD basis.

Structure (XYZ):
```
83
C27H47NO8 the ωB97M-V functional and the def2-TZVPD basis
C 3.05 4.69 1.38
C 2.81 3.52 1.29
C 2.13 2.28 0.94
C 2.43 1.62 -0.18
C 3.47 2.04 -1.22
C 4.91 2.21 -0.67
N 5.95 1.74 -1.61
C 1.60 0.36 -0.43
O 2.07 -0.67 -0.85
C 0.12 0.50 -0.06
C -0.90 -0.11 -1.01
C -2.36 -0.04 -0.50
C -0.84 0.64 -2.40
C -0.53 2.16 -2.29
C -1.64 2.99 -1.57
C -0.16 1.15 1.06
C 1.02 1.72 1.83
O 1.07 1.73 3.03
H 3.36 5.71 1.45
H 3.44 1.27 -2.01
H 3.09 2.96 -1.69
H 5.08 3.29 -0.56
H 5.10 1.70 0.28
H 6.18 0.77 -1.44
H 5.67 1.88 -2.57
H -0.67 -1.16 -1.24
H -2.58 0.93 -0.04
H -3.07 -0.21 -1.31
H -2.54 -0.81 0.27
H -1.77 0.52 -2.97
H -0.03 0.20 -3.01
H -0.52 2.55 -3.32
H 0.47 2.39 -1.89
H -1.51 2.99 -0.48
H -1.56 4.04 -1.89
H -2.64 2.64 -1.86
H -1.19 1.31 1.38
C 1.74 -3.91 -7.11
O 0.53 -4.31 -6.49
C 0.45 -4.02 -5.10
C -0.85 -3.34 -4.72
O -1.05 -2.03 -5.25
C -1.24 -1.89 -6.65
C -2.50 -2.51 -7.22
O -2.47 -3.92 -7.17
C -3.66 -4.52 -6.69
H 2.47 -4.72 -7.05
H 1.52 -3.71 -8.16
H 2.15 -3.00 -6.66
H 1.30 -3.40 -4.79
H 0.51 -4.97 -4.57
H -0.84 -3.21 -3.64
H -1.71 -3.97 -4.93
H -0.35 -2.22 -7.19
H -1.30 -0.81 -6.82
H -2.58 -2.22 -8.28
H -3.37 -2.11 -6.69
H -4.15 -3.90 -5.93
H -3.40 -5.47 -6.24
H -4.35 -4.70 -7.52
C -0.50 -0.66 4.91
O -0.02 -0.36 6.20
C 0.92 0.70 6.24
C 0.58 1.73 7.32
O -0.62 2.47 7.12
C -1.86 1.78 7.21
C -2.23 1.23 8.58
O -1.39 0.16 8.96
C -0.91 0.23 10.28
H 0.15 -1.41 4.44
H -1.50 -1.09 5.01
H -0.57 0.22 4.28
H 0.99 1.20 5.27
H 1.90 0.27 6.47
H 1.38 2.47 7.31
H 0.60 1.28 8.31
H -1.94 1.02 6.44
H -2.61 2.54 6.96
H -3.25 0.85 8.53
H -2.19 2.04 9.31
H -0.73 1.26 10.60
H 0.05 -0.30 10.33
H -1.61 -0.26 10.97
```

Calculated values
HOMO	-0.321	Ha
charge	0
SMILES string	C#CC1=C(CCN)C(=O)C([C@@H](C)CCC)=CC1=O.COCCOCCOC.COCCOCCOC

Now the Mulliken charges, all in e:
1 C -0.154
2 C -1.255
3 C 1.434
4 C 0.154
5 C -0.816
6 C -0.630
7 N -0.651
8 C -0.370
9 O -0.594
10 C 0.189
11 C 0.719
12 C -1.754
13 C -0.903
14 C 0.100
15 C -1.209
16 C -0.150
17 C -0.212
18 O -0.514
19 H 0.435
20 H 0.471
21 H 0.372
22 H 0.231
23 H 0.407
24 H 0.265
25 H 0.237
26 H 0.453
27 H 0.353
28 H 0.385
29 H 0.381
30 H 0.591
31 H 0.246
32 H 0.514
33 H -0.241
34 H 0.218
35 H 0.417
36 H 0.265
37 H 0.534
38 C -0.788
39 O -0.300
40 C -0.561
41 C -0.244
42 O -0.312
43 C -0.336
44 C -0.537
45 O -0.296
46 C -0.807
47 H 0.288
48 H 0.241
49 H 0.363
50 H 0.341
51 H 0.384
52 H 0.395
53 H 0.045
54 H 0.082
55 H 0.419
56 H 0.392
57 H 0.328
58 H 0.376
59 H 0.239
60 H 0.288
61 C -0.808
62 O -0.330
63 C -0.001
64 C -0.429
65 O -0.481
66 C -0.232
67 C -0.530
68 O -0.284
69 C -0.810
70 H 0.301
71 H 0.327
72 H 0.311
73 H -0.008
74 H 0.395
75 H 0.436
76 H 0.139
77 H 0.024
78 H 0.426
79 H 0.376
80 H 0.343
81 H 0.384
82 H 0.236
83 H 0.290

Entry 3:
This record from the Open Molecules 2025 dataset describes C10H15N2O3 as an isolated structure. The level of theory is the ωB97M-V functional and the def2-TZVPD basis.

Structure (XYZ):
```
30
C10H15N2O3 the ωB97M-V functional and the def2-TZVPD basis
C 3.93 0.27 0.27
C 3.34 0.26 -1.01
C 3.19 0.20 1.42
C 2.03 0.02 -1.12
C 1.75 0.18 1.27
C 1.20 0.02 0.02
C -0.84 -0.45 -1.42
C -0.94 -0.78 1.04
C -1.50 0.95 -1.80
C -2.32 -1.47 0.88
N -0.81 2.19 0.43
N -0.21 -0.36 -0.09
O -1.12 1.95 1.50
O -2.09 1.62 -0.73
O -3.25 -0.51 0.46
H 5.06 0.37 0.45
H 3.75 0.39 -1.93
H 3.61 0.15 2.40
H 1.55 -0.11 -1.97
H 1.16 0.23 2.09
H -0.08 -0.62 -2.13
H -1.41 -1.32 -1.32
H -0.24 -1.47 1.42
H -1.03 0.02 1.79
H -0.86 1.76 -2.15
H -2.27 0.87 -2.49
H -2.28 -2.43 0.27
H -2.61 -1.85 1.98
H -2.53 0.81 -0.19
H -4.18 -0.87 0.65
```

Calculated values
HOMO (spin up / spin down)	-0.426 / -0.426	Ha
charge	+1
energy relative to the best compared isomer or geometry (same formula, charge and spin)	143.23	kcal per mole

Now the natural (NBO) charges, all in e:
1 C -0.214
2 C -0.161
3 C -0.169
4 C -0.243
5 C -0.277
6 C 0.152
7 C -0.247
8 C -0.265
9 C -0.098
10 C -0.087
11 N 0.538
12 N -0.395
13 O -0.085
14 O -0.578
15 O -0.756
16 H 0.237
17 H 0.226
18 H 0.232
19 H 0.191
20 H 0.201
21 H 0.230
22 H 0.224
23 H 0.243
24 H 0.193
25 H 0.215
26 H 0.217
27 H 0.203
28 H 0.212
29 H 0.533
30 H 0.529